1.
A molecular structure, C9H14F6N3O5RbS2 at a distorted geometry. Source: OMol25; level of theory: the ωB97M-V functional and the def2-TZVPD basis.

**2S+1**: 2
**HOMO energy (alpha / beta)**: -12.43 / -12.43 eV
**Net charge**: +1
**LUMO energy (alpha / beta)**: -3.02 / -8.40 eV
**HOMO-LUMO gap (alpha / beta)**: 9.418 / 4.035 eV
**Total energy**: -2311.08796 Ha

Element x y z (Å)
Rb 0.02871 -0.85987 0.48861
C -0.53967 -4.68229 0.69897
F 0.42366 -5.13089 1.54042
F 0.05807 -3.79469 -0.08204
F -1.04392 -5.67880 -0.02945
S -1.97632 -3.98441 1.78148
O -2.98067 -3.51659 0.78133
O -2.19183 -5.08258 2.69692
N -1.19989 -2.49779 2.36209
S -1.93318 -2.27579 3.75190
O -3.36260 -2.38657 3.89740
O -1.12638 -2.76148 4.83061
C -1.67250 -0.37299 3.90860
F -1.69468 -0.08819 5.20337
F -0.44445 -0.02836 3.40519
F -2.60163 0.37161 3.30951
C 2.82648 1.84741 1.04242
O 2.01611 1.22836 0.29928
N 3.96124 2.36474 0.60758
C 4.97619 2.62988 1.59246
C 4.50608 2.41889 -0.73440
H 2.75085 1.95187 2.13584
H 5.74465 3.35556 1.32609
H 5.61609 1.80130 1.89591
H 4.63351 3.16204 2.47985
H 5.08241 3.30300 -1.00693
H 5.17007 1.57222 -0.90871
H 3.74068 2.41854 -1.51044
C -1.71837 2.02991 -4.74207
C -3.05129 1.40889 -4.34336
C -2.94509 0.31804 -3.21584
C -2.13480 0.80216 -2.05608
N -1.54624 1.12826 -1.10654
H -1.00606 2.27705 -3.95489
H -1.72237 2.96116 -5.30853
H -1.14578 1.35258 -5.37567
H -3.64949 1.01187 -5.16349
H -3.76224 2.09093 -3.87703
H -2.21623 -0.42235 -3.54551
H -3.86912 -0.24265 -3.07487

2.
A gas-phase ion, C9H14FN2 (charge +1) at a distorted geometry. Source: OMol25; level of theory: the ωB97M-V functional and the def2-TZVPD basis.

**HOMO energy**: -12.36 eV
**ΔE to the lowest compared entry with this formula, charge and spin**: 80.0 kcal/mol
**Net charge**: +1
**LUMO energy**: -3.33 eV
**HOMO-LUMO gap**: 9.033 eV
**Total energy**: -560.29313 Ha

Element x y z (Å)
C 2.33007 1.22089 -1.52928
C 2.00128 1.79137 -2.62841
C 0.14914 0.94118 -0.44288
C 1.52947 1.39334 -0.25609
C -0.37264 -1.95944 1.55591
C -1.81888 -1.42803 1.40909
C 0.53967 -0.80277 1.24362
C -1.62468 -0.60502 0.08223
C -0.14267 2.59959 -2.06541
N -0.25425 -0.08535 0.27756
N -0.70214 1.55489 -1.32040
F 0.21737 3.63669 -1.29240
H 3.27882 0.58821 -1.65300
H 2.35615 2.06104 -3.57891
H 1.81560 0.84804 0.59113
H 1.45032 2.48116 -0.22825
H -0.13226 -2.42076 2.65073
H -0.11857 -2.88111 0.87087
H -2.40070 -2.30404 1.43546
H -2.05324 -0.94247 2.25186
H 0.67246 -0.24686 2.10541
H 1.35042 -1.24795 0.76812
H -1.45487 -1.17439 -0.89468
H -2.31786 0.13841 0.15016
H -0.51094 2.85704 -3.01497
H -1.64096 1.22615 -1.22568

3.
A molecular structure, C9H14IrNSe5Te2. Source: OMol25; level of theory: the ωB97M-V functional and the def2-TZVPD basis.

**HOMO energy**: -7.12 eV
**ΔE to the lowest compared entry with this formula, charge and spin**: 8.7 kcal/mol
**LUMO energy**: -0.59 eV
**HOMO-LUMO gap**: 6.534 eV
**Total energy**: -13053.69993 Ha

Element x y z (Å)
Ir -0.51098 0.79304 0.00285
Se -1.39216 3.13630 0.09938
Te 0.58703 4.72224 0.03686
Te 2.02199 3.22330 1.73077
Se 1.95392 1.20043 0.25447
C 1.79441 -2.05726 -0.29520
Se -0.10322 -1.64831 -0.21833
C -0.44527 -1.80667 -2.13972
C 0.14544 -0.65192 -2.91981
Se -0.67508 1.02918 -2.33074
C 0.71956 2.18977 -3.00559
H 1.90092 -3.08886 -0.62468
H 2.18028 -1.94160 0.71404
H 2.32491 -1.37605 -0.95396
H -1.53073 -1.84745 -2.23278
H -0.03041 -2.76106 -2.46299
H -0.05376 -0.75033 -3.98759
H 1.22018 -0.56130 -2.76418
H 0.68647 2.12686 -4.09178
H 1.68042 1.88889 -2.59972
H 0.48347 3.19644 -2.67099
Se -2.92729 0.16301 0.40360
C -1.98587 -0.21568 2.00179
C -1.00425 0.71652 2.37680
C -0.04084 0.34357 3.32354
N -0.02601 -0.82944 3.93000
C -1.00835 -1.68861 3.60418
C -1.97461 -1.45258 2.64906
H -1.06300 1.76918 2.08093
H 0.75376 1.03841 3.57487
H -0.99314 -2.63818 4.12877
H -2.68777 -2.22183 2.38615

4.
A single C9H14N2 molecule at a distorted geometry. Source: OMol25; level of theory: the ωB97M-V functional and the def2-TZVPD basis.

**SMILES string**: Cn1cnc2c1CC(C)(C)C2
**HOMO energy**: -7.79 eV
**ΔE to the lowest compared entry with this formula, charge and spin**: 41.7 kcal/mol
**LUMO energy**: 0.74 eV
**HOMO-LUMO gap**: 8.538 eV
**Total energy**: -460.78607 Ha

Element x y z (Å)
C 2.84332 1.71592 -0.03400
N 2.17156 0.44173 -0.00770
C 2.75596 -0.82830 -0.08028
N 1.87281 -1.75303 0.07928
C 0.71050 -1.15312 0.18502
C 0.89225 0.21860 0.16500
C -0.44402 0.95670 0.27646
C -1.40448 -0.26020 0.08025
C -1.66114 -0.37199 -1.43837
C -2.65575 -0.03793 0.84706
C -0.68756 -1.55378 0.47496
H 2.01822 2.41616 -0.25869
H 3.46102 1.96563 0.78499
H 3.47001 1.76585 -0.91908
H 3.85890 -1.04746 -0.08969
H -0.45116 1.67914 1.22042
H -0.58078 1.69559 -0.57255
H -2.03478 0.44151 -2.03642
H -2.42316 -1.19877 -1.43647
H -0.86339 -0.80241 -1.82249
H -3.17415 0.72720 0.21743
H -2.60020 0.15111 1.90396
H -3.09178 -1.05597 0.82263
H -1.23460 -2.47693 0.09574
H -0.74759 -1.63527 1.54251

5.
A single C9H14N2O molecule at a distorted geometry. Source: OMol25; level of theory: the ωB97M-V functional and the def2-TZVPD basis.

**SMILES string**: CCCOc1ccc(N)cc1N
**HOMO energy**: -7.47 eV
**ΔE to the lowest compared entry with this formula, charge and spin**: 59.8 kcal/mol
**LUMO energy**: 1.03 eV
**HOMO-LUMO gap**: 8.500 eV
**Total energy**: -535.98853 Ha

Element x y z (Å)
C -3.85460 0.53360 -0.30032
C -3.31646 -0.60502 0.40743
C -1.73490 -0.63787 0.74116
O -0.96764 -0.63056 -0.51563
C 0.36820 -0.43078 -0.26515
C 1.29702 -1.50917 -0.35654
C 2.68717 -1.34302 -0.31414
C 3.27657 -0.10976 0.12521
N 4.60407 0.21411 0.38158
C 2.28997 0.94635 0.06673
C 0.96324 0.82832 -0.24034
N 0.07406 1.78968 -0.15574
H -3.32670 0.60326 -1.37146
H -3.37592 1.45014 0.16703
H -4.95272 0.64563 -0.44353
H -3.50423 -1.51551 -0.25937
H -4.01380 -0.80515 1.34325
H -1.48571 -1.59585 1.27859
H -1.55392 0.31688 1.35153
H 0.97814 -2.53892 -0.87737
H 3.06172 -2.39293 -0.36208
H 5.38076 -0.51773 0.27428
H 4.76528 1.05484 -0.07431
H 2.46914 2.03537 0.34947
H 0.64081 2.65185 -0.26526
H -0.76952 1.56224 -0.68502

6.
A molecular structure, C9H14N2O2 at a distorted geometry. Source: OMol25; level of theory: the ωB97M-V functional and the def2-TZVPD basis.

**HOMO energy**: -15.08 eV
**ΔE to the lowest compared entry with this formula, charge and spin**: 0.0 kcal/mol
**Net charge**: +2
**LUMO energy**: -7.59 eV
**HOMO-LUMO gap**: 7.490 eV
**Total energy**: -610.63577 Ha

Element x y z (Å)
C 7.01112 0.12358 0.67329
C 6.05502 -0.65284 0.08484
C 5.68631 1.58839 -0.33250
C -9.43628 1.16683 0.99859
C 2.62398 -1.29572 0.84373
C -9.49276 -0.13230 0.66662
C 2.85434 -0.25389 0.05393
C -8.88337 -0.67339 -0.50242
C 3.65857 -0.18374 -1.25120
N 6.76838 1.46587 0.41656
N 5.31913 0.31472 -0.62331
O -8.94932 -1.87673 -0.83557
O 3.19817 0.73635 -2.08627
H 7.63598 -0.04512 1.52057
H 5.95051 -1.68629 0.17315
H 5.43574 2.50784 -0.80914
H -9.97446 1.26883 1.93692
H -9.17190 2.20829 0.46961
H 1.86339 -1.14426 1.63258
H 2.88281 -2.32881 0.65584
H -10.17835 -0.80587 1.28569
H 2.36091 0.68022 0.36492
H -8.19674 -0.11245 -1.12102
H 3.76964 -1.18827 -1.62104
H 7.27830 2.22435 0.65228
H -9.50868 -2.41036 -0.21847
H 3.43957 0.50475 -3.02816

7.
2 unconnected molecules or ions with the total composition C9H14N2O2S at a distorted geometry. Source: OMol25; level of theory: the ωB97M-V functional and the def2-TZVPD basis.

**HOMO energy**: -8.98 eV
**ΔE to the lowest compared entry with this formula, charge and spin**: 225.2 kcal/mol
**LUMO energy**: -1.45 eV
**HOMO-LUMO gap**: 7.535 eV
**Total energy**: -1009.20182 Ha

Element x y z (Å)
C 3.58842 1.77900 -0.10479
C 4.77658 -0.11616 -0.35977
C 2.61403 0.91194 0.11107
C 0.37481 -0.88739 0.68309
C -0.05636 -2.11122 -0.04296
C -4.34217 0.36755 -0.19192
C -2.79399 0.24879 -0.46942
C -1.79045 0.52183 0.61458
C -0.26068 0.41709 0.18356
N 4.85645 1.15900 -0.33216
N 0.34645 1.66089 0.53420
O 1.24276 -0.98941 1.52587
O 2.73791 -1.63237 -0.86245
S 3.19739 -0.82056 0.23294
H 3.41277 2.88448 -0.19737
H 5.68071 -0.61460 -0.63462
H -1.04462 -2.34505 -0.12654
H 0.13385 -2.10194 -1.04844
H 0.36688 -3.03541 0.24840
H -4.46953 1.14826 0.42207
H -4.64225 -0.65010 0.26285
H -4.97948 0.47479 -1.07820
H -2.76660 -0.73730 -1.04023
H -2.47766 0.95961 -1.15449
H -1.75047 1.60355 0.91661
H -2.09376 -0.23262 1.33077
H -0.36366 0.54194 -0.95190
H 0.50266 1.59544 1.52926

8.
A single C9H14N2OS molecule at a distorted geometry. Source: OMol25; level of theory: the ωB97M-V functional and the def2-TZVPD basis.

**SMILES string**: C=C1NC(=O)N[C@]1(C)CS/C=C/C
**HOMO energy**: -7.81 eV
**ΔE to the lowest compared entry with this formula, charge and spin**: 87.0 kcal/mol
**LUMO energy**: 0.61 eV
**HOMO-LUMO gap**: 8.423 eV
**Total energy**: -934.18896 Ha

Element x y z (Å)
C 0.48360 1.48852 0.46941
C 0.49770 0.20938 0.76721
N 1.53526 -0.63657 0.98803
C 1.09362 -1.91614 1.42569
O 1.93302 -2.74680 1.73633
N -0.30162 -1.83999 1.50913
C -0.82199 -0.55970 1.14149
C -1.71745 0.17399 2.13524
C -1.71545 -0.74878 -0.17506
S -0.74684 -1.74026 -1.34059
C 0.59079 -0.59546 -1.77300
C 0.30318 0.60310 -2.29236
C 1.28108 1.63564 -2.79259
H 1.48785 1.90741 0.45954
H -0.37514 2.02250 0.24741
H 2.38154 -0.29333 1.44264
H -0.71089 -2.54351 2.14763
H -2.26154 1.11796 1.66122
H -1.05232 0.37619 2.99870
H -2.46788 -0.47231 2.35006
H -2.53214 -1.32019 -0.06698
H -1.92768 0.24863 -0.41670
H 1.38456 -1.23908 -1.78176
H -0.77112 0.97472 -2.33637
H 1.26057 1.72067 -3.89248
H 2.21629 1.61917 -2.18618
H 0.95301 2.55424 -2.42564

> Which formula does entry 3 have?

C9H14IrNSe5Te2

> Number 3 is which compound?

C9H14IrNSe5Te2

> Which value of total energy does entry 5 give?

-535.98853 Ha

> Which of these has the highest total energy?

C9H14N2